Entry 1:
Formula: C76H184N12O15
Source: the Open Molecules 2025 dataset
Level of theory: wB97M-V/def2-TZVPD

```
! RIJCOSX wB97M-V def2-TZVPD def2/J DEFGRID3
* xyz 0 1
C -0.79080 6.04030 -3.60010
O -1.58790 4.96990 -3.27113
H 0.00627 5.68730 -4.27731
H -1.16750 6.78699 -4.29870
H -0.47084 6.47959 -2.66119
H -2.38961 5.22176 -2.76268
C -0.72240 -1.09697 -4.93361
O -0.36077 -2.02777 -3.88650
H -1.48299 -1.55740 -5.64170
H -1.17043 -0.18913 -4.53659
H 0.18847 -0.85390 -5.56821
H -0.76703 -1.69321 -3.06919
C 4.77718 -5.11739 7.64050
O 3.80237 -5.15897 6.60871
H 5.63459 -5.63397 7.26775
H 5.05544 -4.05123 7.92083
H 4.41424 -5.61365 8.54113
H 4.24834 -4.76773 5.84316
C -0.29557 -6.97709 4.70448
C -0.50289 -5.65028 3.81116
C 0.25169 -4.49253 4.49371
O -0.46530 -4.05011 5.68247
C 0.38788 -3.45507 6.54204
N 0.00401 -5.94688 2.41657
H 0.64765 -7.44353 4.37623
H -1.10814 -7.74236 4.61403
H -0.11217 -6.57745 5.72761
H -1.57186 -5.42760 3.70807
H 0.36578 -3.58319 3.83891
H 1.21094 -4.95253 4.71375
H 1.25034 -4.14086 6.73197
H -0.09686 -3.11209 7.49256
H 0.88811 -2.52851 6.16987
H 0.94738 -6.20151 2.44690
H -0.15167 -5.15511 1.83736
C 3.87555 -1.46995 6.35111
C 5.17901 -1.66724 5.59120
C 4.87181 -2.27546 4.19340
O 4.65752 -3.62427 4.35117
C 4.49089 -4.26292 3.11557
N 5.96293 -0.42352 5.58196
H 3.29536 -0.61979 5.90440
H 3.94249 -1.25387 7.37745
H 3.24652 -2.33402 6.18567
H 5.81021 -2.45734 5.99349
H 5.72201 -2.00312 3.51877
H 4.00652 -1.82624 3.68758
H 5.36653 -4.12775 2.48461
H 3.54299 -3.92365 2.59969
H 4.23190 -5.31555 3.31568
H 6.69360 -0.49766 4.91227
H 5.29173 0.29711 5.20245
C -9.55298 -2.21456 0.47604
C -8.85647 -1.36650 -0.60036
C -7.53607 -2.04597 -1.18700
O -6.65104 -2.38618 -0.20870
C -5.36348 -2.78715 -0.64372
N -9.67469 -1.21302 -1.79432
H -10.25095 -1.64549 1.04515
H -8.77961 -2.75063 1.09462
H -10.09351 -3.01098 -0.03072
H -8.49932 -0.38081 -0.18743
H -7.05940 -1.30730 -1.80266
H -7.95181 -2.87720 -1.79396
H -4.89408 -2.05018 -1.33512
H -5.39257 -3.77448 -1.16222
H -4.78888 -2.90834 0.33995
H -9.84057 -0.29621 -2.11022
H -10.65386 -1.63386 -1.67138
C 3.18394 2.60070 3.37392
C 4.38953 3.49378 3.78846
C 4.28880 3.99961 5.17762
O 3.01444 4.55692 5.41054
C 2.85998 4.82499 6.79653
N 5.54811 2.67917 3.77017
H 2.31863 3.25739 3.26817
H 2.97256 1.84409 4.09404
H 3.35404 2.15780 2.41283
H 4.39114 4.33098 3.05604
H 5.04792 4.74815 5.42261
H 4.48972 3.11117 5.83216
H 3.60347 5.50690 7.08556
H 2.98711 3.81408 7.29714
H 1.84204 5.22437 6.92907
H 5.86990 2.50271 2.79947
H 6.27116 3.21220 4.22201
C 0.29690 4.99235 2.73248
C -0.80541 5.24160 1.72314
C -2.18684 4.85059 2.20687
O -2.65630 5.83377 3.16540
C -4.02692 5.56350 3.46987
N -0.95252 6.57477 1.12646
H 1.23413 5.44038 2.37156
H 0.38737 3.91494 3.03720
H 0.09394 5.43122 3.65397
H -0.68489 4.46588 0.91145
H -2.33363 3.88054 2.62653
H -2.84602 4.96926 1.35956
H -4.61001 5.44691 2.52919
H -4.42071 6.39777 3.99073
H -4.23025 4.71080 4.09605
H -1.34625 7.31713 1.77593
H -0.07412 6.98434 0.89092
C -0.56778 1.43395 5.32718
C -1.80094 1.59189 4.45833
C -2.64529 0.32003 4.39307
O -2.14355 -0.55576 3.45594
C -2.91210 -1.74048 3.22612
N -2.61517 2.73813 4.87710
H 0.28972 2.04895 5.16500
H -0.11344 0.42019 5.20880
H -0.96472 1.57667 6.36845
H -1.36180 1.75805 3.45827
H -3.61484 0.75742 4.15713
H -2.73601 -0.12433 5.40783
H -2.84769 -2.35479 4.11421
H -2.50159 -2.34286 2.40978
H -4.01113 -1.57461 3.00738
H -1.99031 3.50624 5.01181
H -3.08426 2.52842 5.77586
C -8.13880 -1.08750 -5.44792
C -6.65459 -1.04588 -5.01629
C -6.14408 -2.53173 -4.73239
O -5.06055 -2.55194 -3.82841
C -3.89383 -1.98522 -4.24901
N -5.76584 -0.50855 -6.05922
H -8.23458 -1.22382 -6.54439
H -8.76795 -0.21226 -5.14533
H -8.74868 -1.85441 -4.96440
H -6.57305 -0.37057 -4.12913
H -5.78916 -2.89224 -5.71993
H -6.85463 -3.21142 -4.39096
H -3.22783 -2.74165 -4.69902
H -3.39090 -1.51745 -3.39618
H -4.03932 -1.19238 -4.95632
H -5.90848 -1.05131 -6.93653
H -6.04888 0.46657 -6.30579
C -4.47889 2.89209 -2.75995
C -5.31610 4.15170 -2.24259
C -5.17961 4.24667 -0.72227
C -5.94189 5.48145 -0.22956
C -5.11881 6.67001 -0.68982
C -5.07127 6.72272 -2.23449
N -4.69751 5.36018 -2.71869
O -4.68571 5.42994 -4.17005
C -6.36239 7.27044 -2.84714
C -3.94615 7.71401 -2.48254
C -6.80131 3.94189 -2.71332
H -3.48215 2.86354 -2.40963
H -4.55349 2.71502 -3.82392
H -4.88483 2.00449 -2.31198
H -5.60405 3.27686 -0.33945
H -4.10651 4.30567 -0.45456
H -6.08866 5.45456 0.85325
H -6.94897 5.38019 -0.59756
H -4.12993 6.54902 -0.22593
H -5.39811 7.63041 -0.29027
H -6.36169 6.99449 -3.87966
H -7.21844 6.89047 -2.33302
H -6.31672 8.35755 -2.77180
H -3.65725 7.81656 -3.53587
H -4.31078 8.71752 -2.12971
H -3.02691 7.43313 -2.06339
H -6.88049 3.07432 -3.40000
H -7.21233 4.78774 -3.31116
H -7.41568 3.72401 -1.84764
H -3.91227 4.84724 -4.44355
C 4.74648 -4.95775 -0.96523
C 5.43380 -4.46863 -2.26664
C 4.55039 -3.43066 -2.89013
C 4.58515 -2.04374 -2.21026
C 5.97498 -1.59806 -1.95228
C 6.92988 -2.62881 -1.29886
N 6.75461 -3.93126 -2.11588
O 7.68083 -4.90663 -1.56199
C 8.38821 -2.09576 -1.62069
C 6.67665 -2.74747 0.19946
C 5.48611 -5.66201 -3.27637
H 5.38769 -5.61928 -0.40501
H 3.78471 -5.36687 -1.30179
H 4.59950 -4.06582 -0.41883
H 4.89319 -3.17781 -3.90550
H 3.54002 -3.74477 -3.06895
H 4.00199 -2.04858 -1.22995
H 4.02294 -1.27533 -2.81234
H 5.96874 -0.69700 -1.31425
H 6.43107 -1.35010 -2.89913
H 9.19442 -2.84670 -1.53751
H 8.55044 -1.84476 -2.65502
H 8.49548 -1.19060 -1.06558
H 5.60928 -2.67058 0.38312
H 6.96580 -3.65633 0.71961
H 7.17174 -1.92806 0.65768
H 4.44951 -5.89055 -3.53871
H 5.89934 -6.57515 -2.87451
H 6.08353 -5.47780 -4.16774
H 8.36092 -4.95299 -2.17228
C 1.78948 -6.40966 -4.02867
C 0.30442 -6.43532 -4.16512
C -0.18427 -7.84994 -4.31614
C -1.66294 -7.93238 -4.06106
C -2.02135 -7.51531 -2.64235
C -1.60269 -6.03493 -2.41200
N -0.20249 -5.96641 -2.87283
O 0.28689 -4.60856 -2.61144
C -2.62251 -5.08552 -3.15931
C -1.76281 -5.70095 -0.93248
C -0.23500 -5.50319 -5.24551
H 2.13408 -5.39525 -3.96873
H 2.30387 -6.84500 -4.85288
H 2.03819 -6.94912 -3.08113
H 0.14495 -8.11556 -5.29180
H 0.26840 -8.40432 -3.47623
H -2.02887 -8.93709 -4.31079
H -2.20801 -7.30168 -4.73956
H -1.60562 -8.17575 -1.85065
H -3.07343 -7.62609 -2.45862
H -3.61832 -5.11939 -2.62073
H -2.33263 -4.05979 -3.15994
H -2.82710 -5.34222 -4.26557
H -1.55247 -4.65381 -0.76085
H -2.81299 -5.93891 -0.59699
H -1.10010 -6.27717 -0.34757
H -0.21889 -4.39973 -4.93215
H -1.24593 -5.81752 -5.57102
H 0.33666 -5.38861 -6.21641
H 0.04968 -4.19917 -3.44761
C 0.56214 -2.08187 -0.67317
C 0.85301 -1.19354 0.52015
C 2.26689 -0.55079 0.44441
C 2.38118 0.70101 -0.52042
C 1.28659 1.67183 -0.12477
C -0.14953 1.06004 -0.25277
N -0.16104 -0.07927 0.71709
O -1.42707 -0.70301 0.77501
C -1.15582 2.13470 0.17793
C -0.56426 0.67483 -1.65855
C 0.81670 -2.08577 1.79550
H 1.06686 -2.99189 -0.37760
H -0.55381 -2.23464 -0.67898
H 0.86598 -1.62114 -1.58580
H 2.59332 -0.26770 1.47656
H 2.95074 -1.46452 0.27996
H 3.33957 1.24351 -0.48251
H 2.10593 0.34826 -1.51455
H 1.30382 2.60506 -0.72946
H 1.31651 1.90243 0.97970
H -2.23198 1.86242 0.19428
H -0.91228 2.97221 -0.43760
H -0.96881 2.56845 1.16811
H 0.18752 0.19384 -2.22018
H -0.78597 1.53872 -2.32072
H -1.39945 0.03058 -1.58896
H -0.03934 -2.70038 1.76202
H 1.74745 -2.65400 1.88163
H 0.74500 -1.48896 2.63722
H -1.73131 -0.48859 1.64836
C 6.14587 6.18121 -1.05328
C 5.14516 5.27351 -0.27652
C 3.97930 5.94758 0.38005
C 2.91920 6.51683 -0.50621
C 2.40784 5.37438 -1.38377
C 3.53675 4.70586 -2.16413
N 4.52448 4.22295 -1.16605
O 5.63760 3.51763 -1.80793
C 3.07273 3.46351 -2.91074
C 4.03025 5.68298 -3.31064
C 5.90715 4.50733 0.79326
H 6.71994 5.47845 -1.69083
H 6.70738 6.70493 -0.30257
H 5.60864 6.86941 -1.70620
H 3.52342 5.19419 1.01576
H 4.37452 6.67650 1.14744
H 3.25759 7.40095 -1.09345
H 2.07227 6.81813 0.21386
H 1.61178 5.69109 -2.08375
H 1.97045 4.55720 -0.82256
H 2.24542 3.48168 -3.58980
H 3.94906 3.12294 -3.48469
H 2.77410 2.64822 -2.27889
H 4.26507 6.71378 -2.96927
H 4.94348 5.22791 -3.71173
H 3.19067 5.69507 -4.02119
H 5.83135 5.21003 1.65229
H 6.88371 4.15668 0.43681
H 5.21064 3.68174 1.09014
H 5.37577 2.60000 -1.72136
*
```

The calculation puts the largest force on an atom at 3.74 eV/A. As for the orbital gap: 0.3158 hartree.

Entry 2:
Formula: C16H12ClF3O11S
Source: the Open Molecules 2025 dataset
Level of theory: wB97M-V/def2-TZVPD

```
! RIJCOSX wB97M-V def2-TZVPD def2/J DEFGRID3
* xyz 0 1
O 2.37196 0.42805 4.54912
S 3.20060 0.27516 3.38850
O 2.91377 -1.34561 2.97862
Cl 3.68238 -1.69501 1.50415
O 2.62199 1.19182 2.15579
C 1.19324 1.36397 2.14770
C 0.43588 0.13274 1.59236
C -0.83537 -0.20607 2.31523
F -1.59390 -1.17519 1.73680
C -1.31433 0.32628 3.44751
F -1.63760 -0.44146 4.46385
F -1.49571 1.60857 3.63773
H 0.79695 1.73516 3.10433
H 1.00646 2.18768 1.44266
H 0.16188 0.35843 0.54225
H 1.05805 -0.77346 1.51956
C -4.11774 3.15493 1.72945
C -3.32315 3.04624 0.66276
C -3.87812 2.81816 -0.70850
O -3.10985 2.74487 -1.64953
C -5.32550 2.69062 -0.84944
C -6.12130 2.79800 0.22212
C -5.56572 3.05251 1.59053
O -6.33232 3.15912 2.52825
O -7.44865 2.68508 0.13245
O -1.98944 3.13811 0.76299
H -3.72344 3.32235 2.72227
H -5.71467 2.50920 -1.84141
H -7.78624 2.80273 1.04169
H -1.65261 3.02748 -0.14734
C 5.10358 -2.83153 -2.78353
C 5.07445 -3.46045 -3.96506
C 3.78212 -3.86937 -4.60557
O 3.81211 -4.42116 -5.68836
C 2.54218 -3.58677 -3.89021
C 2.57355 -2.96143 -2.70841
C 3.86380 -2.53001 -2.08341
O 3.83016 -1.94675 -1.01252
O 1.46005 -2.68757 -2.02236
O 6.18751 -3.75601 -4.63604
H 6.02857 -2.52957 -2.31250
H 1.61728 -3.90132 -4.35272
H 1.75368 -2.23458 -1.20831
H 5.89345 -4.20393 -5.45344
*
```

The calculation puts the largest force on an atom at 1.84 eV/A. As for the orbital gap: 0.2550 hartree.

Entry 3:
Formula: C4H16NO2
Source: the Open Molecules 2025 dataset
Level of theory: wB97M-V/def2-TZVPD

```
! RIJCOSX wB97M-V def2-TZVPD def2/J DEFGRID3
* xyz 0 2
C -0.66249 -1.19195 -0.54923
C -0.78053 -0.27585 -1.76783
C -1.59499 0.98869 -1.50114
C -0.81726 2.23781 -1.90738
N 0.04868 -0.49355 0.59482
H -1.64313 -1.57056 -0.23899
H -0.09370 -2.11079 -0.64441
H 0.25869 -0.03902 -1.99598
H -1.17232 -0.87339 -2.59863
H -2.59511 1.06091 -1.93106
H -1.79950 1.14394 -0.43864
H 0.06982 2.39806 -1.26286
H -1.39674 3.13518 -1.68001
H -0.40461 2.19487 -2.90944
H 0.75921 -1.02101 1.16343
H -0.68018 -0.23444 1.28739
H 0.45401 0.43403 0.35112
H 1.10121 -2.71338 3.14544
H 2.52762 -3.14481 2.80716
O 1.71581 -2.75289 2.42483
H 1.99382 1.38747 2.15614
H 1.54522 2.32316 1.04172
O 1.22626 1.59599 1.59722
*
```

As for the energy relative to the best compared isomer or geometry (same formula, charge and spin): 0.4091 eV. The calculation puts the largest force on an atom at 1.29 eV/A. As for the orbital gap (alpha / beta): 0.1356 / 0.4443 hartree. As for the expectation value of S²: 0.7506.